[1]
C3H6O | wB97M-V/def2-TZVPD

CARTESIAN COORDINATES (ANGSTROEM)
C1 -1.209 0.126 -0.167
C2 0.108 0.249 0.412
C3 1.275 -0.441 -0.068
H1 -1.215 -0.327 -1.218
H2 -1.679 1.131 -0.200
H3 -1.881 -0.497 0.422
H4 0.121 0.453 1.519
H5 1.186 -0.939 -1.037
H6 2.119 -0.724 0.601
O1 1.174 0.971 -0.264

- E_LUMO: 1.185 eV
- Structure (SMILES): C[C@H]1CO1
- M: 58.080 g mol⁻¹
- Calculated total energy: -193.08884 hartree
- Orbital gap: 11.410 eV

---

[2]
C7H10 | wB97M-V/def2-TZVPD

CARTESIAN COORDINATES (ANGSTROEM)
C1 -1.969 -0.336 -0.070
C2 -1.380 0.935 -0.627
C3 -0.492 -0.160 -0.111
C4 0.560 -0.994 -0.867
C5 1.481 -0.856 0.369
C6 1.553 0.755 0.730
C7 0.415 -0.048 1.103
H1 -2.425 -1.037 -0.763
H2 -2.454 -0.283 0.902
H3 -1.444 1.094 -1.702
H4 -1.472 1.848 -0.041
H5 0.176 -2.004 -1.095
H6 0.983 -0.582 -1.787
H7 2.529 -0.607 0.387
H8 1.567 1.445 -0.099
H9 2.265 0.965 1.536
H10 0.106 -0.135 2.137

- E_LUMO: 1.151 eV
- Structure (SMILES): C1[C@@H]2CC3(CC3)[C@H]12
- M: 94.157 g mol⁻¹
- Calculated total energy: -272.56458 hartree
- Orbital gap: 9.560 eV

---

[3]
C4H15NO2 | wB97M-V/def2-TZVPD

CARTESIAN COORDINATES (ANGSTROEM)
C1 0.993 -1.878 -0.611
C2 0.788 -1.251 0.761
C3 -0.697 -0.996 1.210
C4 -1.691 -0.481 0.205
N1 -2.116 0.911 0.508
H1 0.120 -1.730 -1.249
H2 1.309 -2.917 -0.578
H3 1.843 -1.381 -1.093
H4 1.111 -1.996 1.510
H5 1.456 -0.417 0.932
H6 -1.012 -1.963 1.614
H7 -0.633 -0.303 2.050
H8 -2.605 -1.086 0.259
H9 -1.386 -0.640 -0.825
H10 -1.399 1.560 0.264
H11 -2.723 0.952 1.302
H12 1.934 1.794 -0.630
H13 1.568 2.947 0.121
O1 2.219 2.230 0.191
H14 -0.434 2.108 -1.836
H15 0.923 1.958 -2.325
O2 0.431 2.578 -1.781

- E_LUMO: 0.379 eV
- Structure (SMILES): CCCCN.O.O
- M: 109.169 g mol⁻¹
- Calculated total energy: -366.58827 hartree
- Orbital gap: 9.326 eV

---

[4]
C4H15N2O | wB97M-V/def2-TZVPD

CARTESIAN COORDINATES (ANGSTROEM)
C1 0.651 0.221 -0.366
C2 -0.007 0.505 0.976
C3 -1.541 0.552 0.769
C4 -2.214 -0.637 1.505
N1 -3.565 -0.807 1.002
N2 2.095 0.711 -0.450
H1 0.198 0.854 -1.136
H2 0.603 -0.790 -0.759
H3 0.313 -0.338 1.595
H4 0.317 1.442 1.427
H5 -1.809 0.341 -0.267
H6 -2.002 1.502 1.025
H7 -1.673 -1.572 1.333
H8 -2.064 -0.511 2.590
H9 -3.966 -1.726 1.127
H10 -4.180 -0.147 1.453
H11 2.545 0.556 -1.366
H12 2.054 1.724 -0.309
H13 2.784 0.416 0.247
H14 3.934 -1.239 -3.031
H15 3.864 0.208 -3.323
O1 3.482 -0.455 -2.735

- E_LUMO: -3.303 eV
- M: 107.177 g mol⁻¹
- Net charge: +1
- Calculated total energy: -345.90482 hartree
- Orbital gap: 8.737 eV

---

[5]
C21H26N4O3 | wB97M-V/def2-TZVPD

CARTESIAN COORDINATES (ANGSTROEM)
C1 -0.312 7.008 -2.934
C2 1.008 6.496 -2.363
O1 1.364 5.228 -2.868
C3 0.738 4.109 -2.406
C4 -0.181 4.060 -1.364
C5 -0.725 2.847 -0.976
C6 -0.370 1.657 -1.595
C7 0.536 1.721 -2.651
C8 1.080 2.921 -3.052
H1 1.781 2.968 -3.871
H2 0.801 0.817 -3.180
C9 -0.934 0.327 -1.151
N1 -0.556 -0.120 0.186
C10 -1.291 0.473 1.279
C11 -1.207 -0.494 2.454
N2 0.185 -0.716 2.755
C12 1.181 -0.666 1.859
O2 2.313 -1.010 2.159
C13 0.866 -0.103 0.469
C14 1.687 -0.894 -0.561
C15 1.075 -2.260 -0.823
O3 0.467 -2.530 -1.842
N3 1.301 -3.158 0.155
H3 1.748 -2.868 1.012
C16 0.720 -4.473 0.127
C17 -0.108 -4.786 1.345
N4 -0.215 -3.854 2.280
C18 -0.928 -4.123 3.362
C19 -1.574 -5.327 3.575
C20 -1.465 -6.305 2.596
C21 -0.721 -6.033 1.465
H4 -0.609 -6.766 0.680
H5 -1.952 -7.262 2.717
H6 -2.143 -5.498 4.476
H7 -0.981 -3.327 4.095
H8 1.507 -5.234 0.033
H9 0.096 -4.520 -0.773
H10 2.693 -1.011 -0.156
H11 1.741 -0.347 -1.499
H12 1.260 0.937 0.481
H13 0.416 -1.173 3.626
H14 -1.703 -0.080 3.337
H15 -1.689 -1.440 2.180
H16 -2.334 0.605 0.989
H17 -0.879 1.450 1.591
H18 -2.027 0.367 -1.167
H19 -0.624 -0.452 -1.851
H20 -1.455 2.843 -0.179
H21 -0.488 4.954 -0.844
H22 1.825 7.152 -2.676
H23 0.980 6.484 -1.266
H24 -0.252 7.047 -4.019
H25 -1.134 6.352 -2.660
H26 -0.514 8.006 -2.555

- E_LUMO: 0.725 eV
- Structure (SMILES): CCOc1ccc(CN2CCNC(=O)[C@H]2CC(=O)NCc2ccccn2)cc1
- M: 382.464 g mol⁻¹
- Calculated total energy: -1260.60930 hartree
- Orbital gap: 9.033 eV

---

[6]
C20H28Cl2FeN2O2 | wB97M-V/def2-TZVPD

CARTESIAN COORDINATES (ANGSTROEM)
Fe1 0.706 -0.680 0.807
Cl1 -0.170 1.309 -0.051
N1 -1.707 -0.243 1.776
N2 2.567 0.410 -0.254
C1 -2.354 -1.350 1.683
C2 2.887 -0.250 -1.315
C3 -2.520 0.759 2.469
C4 -3.517 -0.135 3.175
C5 -3.215 1.699 1.525
C6 -1.620 1.533 3.391
H1 -4.051 1.216 1.011
H2 -2.506 2.080 0.794
H3 -3.625 2.526 2.104
H4 -1.054 0.838 4.008
H5 -2.235 2.166 4.027
H6 -0.944 2.149 2.798
C7 3.365 1.641 -0.148
C8 4.284 1.516 -1.343
C9 4.101 1.617 1.164
C10 2.548 2.899 -0.257
H7 1.975 2.912 -1.185
H8 3.231 3.753 -0.258
H9 1.863 2.994 0.582
H10 4.817 0.795 1.171
H11 3.390 1.490 1.979
H12 4.635 2.556 1.296
O1 3.846 0.297 -2.061
H13 5.335 1.388 -1.075
H14 4.213 2.337 -2.056
O2 -3.473 -1.422 2.415
H15 -4.549 0.209 3.160
H16 -3.223 -0.342 4.209
C11 -1.894 -2.484 0.793
C12 2.247 -1.569 -1.706
C13 0.745 -1.541 -1.775
H17 2.574 -2.268 -0.915
H18 2.713 -1.889 -2.647
C14 -0.014 -1.655 -0.630
C15 -1.333 -2.017 -0.524
H19 1.677 -1.028 2.189
C16 -2.069 -1.880 -1.699
C17 -1.390 -1.497 -2.869
C18 -3.570 -2.023 -1.632
C19 0.008 -1.394 -2.948
H20 -1.981 -1.263 -3.758
C20 0.738 -1.022 -4.216
H21 0.002 -0.872 -5.027
H22 1.476 -1.800 -4.510
H23 1.287 -0.075 -4.020
H24 -3.870 -2.999 -1.194
H25 -3.989 -1.913 -2.648
H26 -3.954 -1.210 -0.976
H27 -2.734 -3.176 0.671
H28 -1.112 -2.994 1.383
Cl2 1.443 -0.096 3.114

- E_LUMO (spin up / spin down): 2.969 / 2.894 eV
- M: 455.207 g mol⁻¹
- Multiplicity: 6
- Net charge: -1
- Calculated total energy: -3222.94299 hartree
- Orbital gap (spin up / spin down): 3.404 / 7.457 eV

---

[7]
C28H50FN2O9 | wB97M-V/def2-TZVPD

CARTESIAN COORDINATES (ANGSTROEM)
C1 0.784 4.901 1.590
C2 1.500 3.940 1.362
C3 2.427 2.657 1.123
C4 3.802 3.057 1.887
O1 4.902 2.656 1.408
O2 3.827 3.818 2.958
C5 2.733 2.737 -0.426
C6 1.430 3.065 -1.317
F1 3.532 1.702 -0.972
N1 1.709 1.518 1.664
C7 1.273 1.669 3.061
C8 -0.314 1.884 3.210
C9 -1.171 0.593 2.845
C10 -2.381 1.056 1.897
N2 -3.650 0.310 2.134
C11 -3.689 -0.984 1.490
C12 -3.565 -2.257 2.460
O3 -3.818 -1.105 0.281
C13 2.092 0.160 1.277
C14 3.640 -0.223 1.433
C15 1.451 -0.369 -0.106
C16 2.128 -1.737 -0.573
H1 0.376 5.942 1.545
H2 3.362 3.680 -0.547
H3 1.577 2.483 -2.285
H4 1.296 4.163 -1.492
H5 0.544 2.584 -0.806
H6 1.792 2.518 3.616
H7 1.494 0.757 3.712
H8 -0.534 2.183 4.277
H9 -0.640 2.739 2.549
H10 -1.671 0.225 3.802
H11 -0.582 -0.264 2.416
H12 -2.624 2.157 2.022
H13 -2.060 0.879 0.833
H14 -3.845 0.171 3.128
H15 -4.509 -2.864 2.322
H16 -3.438 -1.887 3.516
H17 -2.640 -2.825 2.165
H18 1.582 -0.536 2.026
H19 4.216 -0.215 0.469
H20 4.153 0.365 2.259
H21 3.680 -1.305 1.798
H22 1.430 0.403 -0.917
H23 0.364 -0.639 0.118
H24 1.421 -2.349 -1.219
H25 2.389 -2.370 0.330
H26 3.053 -1.549 -1.186
O4 -0.722 -3.659 -1.207
C17 -1.761 -3.792 -1.805
O5 -2.252 -5.022 -2.040
C18 -3.567 -5.264 -2.559
C19 -3.576 -5.209 -4.073
C20 -2.484 -2.599 -2.366
H27 -4.293 -4.589 -2.114
H28 -3.840 -6.271 -2.235
H29 -3.294 -4.220 -4.440
H30 -4.566 -5.454 -4.460
H31 -2.853 -5.919 -4.483
H32 -2.075 -2.358 -3.349
H33 -2.330 -1.753 -1.697
H34 -3.562 -2.738 -2.438
O6 -6.280 -3.983 -2.585
C21 -6.875 -3.251 -1.830
O7 -6.567 -3.240 -0.524
C22 -7.063 -2.272 0.408
C23 -8.415 -2.684 0.956
C24 -8.016 -2.406 -2.325
H35 -7.077 -1.275 -0.033
H36 -6.339 -2.240 1.222
H37 -9.168 -2.742 0.168
H38 -8.757 -1.973 1.710
H39 -8.354 -3.676 1.411
H40 -8.933 -2.997 -2.307
H41 -7.804 -2.104 -3.350
H42 -8.158 -1.486 -1.759
O8 9.590 4.482 -3.554
C25 9.298 4.081 -2.452
O9 8.205 3.328 -2.277
C26 7.890 2.638 -1.052
C27 7.152 3.539 -0.086
C28 10.111 4.487 -1.252
H43 8.787 2.198 -0.611
H44 7.242 1.807 -1.334
H45 7.763 4.396 0.212
H46 6.866 2.990 0.810
H47 6.250 3.939 -0.552
H48 9.749 5.448 -0.884
H49 11.152 4.589 -1.557
H50 10.098 3.755 -0.446

- E_LUMO: 1.744 eV
- M: 577.711 g mol⁻¹
- Net charge: -1
- Calculated total energy: -1983.34374 hartree
- Orbital gap: 6.287 eV

---

[8]
C5H4O2 | wB97M-V/def2-TZVPD

CARTESIAN COORDINATES (ANGSTROEM)
O1 2.319 -1.528 0.766
C1 1.750 -0.619 0.326
O2 -0.460 -1.773 0.463
C2 -1.274 -1.016 -0.038
C3 -1.216 0.443 0.063
C4 -0.041 1.092 -0.046
C5 1.286 0.521 -0.192
H1 -2.063 -1.428 -0.691
H2 -2.145 1.005 0.097
H3 -0.066 2.181 -0.095
H4 2.045 1.079 -0.733

- E_LUMO: 0.301 eV
- Structure (SMILES): O=C=C/C=C\C=O
- M: 96.085 g mol⁻¹
- Calculated total energy: -343.34387 hartree
- Orbital gap: 9.073 eV

---

[9]
C5H8N2 | wB97M-V/def2-TZVPD

CARTESIAN COORDINATES (ANGSTROEM)
C1 -1.754 1.760 0.349
N1 -0.905 0.594 0.096
C2 -1.145 -0.489 -0.662
C3 0.039 -1.189 -0.864
C4 0.948 -0.472 -0.043
C5 2.309 -0.965 0.392
N2 0.374 0.621 0.498
H1 -2.790 1.497 0.118
H2 -1.406 2.603 -0.269
H3 -1.666 2.043 1.411
H4 -2.132 -0.574 -1.157
H5 0.154 -2.076 -1.441
H6 2.589 -1.906 -0.090
H7 2.248 -1.181 1.462
H8 3.136 -0.266 0.201

- E_LUMO: 1.044 eV
- Structure (SMILES): Cc1ccn(C)n1
- M: 96.133 g mol⁻¹
- Calculated total energy: -304.81028 hartree
- Orbital gap: 10.013 eV

---

[10]
C3H5N4O2 | wB97M-V/def2-TZVPD

CARTESIAN COORDINATES (ANGSTROEM)
C1 -0.791 -1.186 0.925
C2 0.112 2.031 -1.502
C3 1.642 -0.641 0.377
N1 -1.603 0.527 -0.292
N2 -0.339 0.596 -0.384
N3 -1.931 -0.484 0.462
N4 0.221 -0.428 0.362
O1 -0.712 -2.149 1.606
O2 1.211 2.247 -1.661
H1 -0.917 2.305 -1.704
H2 1.851 -1.504 1.005
H3 2.004 -0.830 -0.635
H4 2.150 0.236 0.782
H5 -2.897 -0.719 0.659

- E_LUMO: -5.245 eV
- M: 129.099 g mol⁻¹
- Net charge: +1
- Calculated total energy: -486.47473 hartree
- Orbital gap: 9.286 eV

---

[11]
C18H15Br2N6O5Ti | wB97M-V/def2-TZVPD

CARTESIAN COORDINATES (ANGSTROEM)
Ti1 0.010 -0.254 0.411
O1 2.057 -0.476 1.506
C1 1.899 -1.066 2.816
C2 0.896 -2.167 2.646
N1 -0.406 -1.672 2.125
C3 -1.138 -2.805 1.526
C4 -0.631 -3.003 0.113
O2 -0.917 -3.924 -0.580
O3 0.168 -1.974 -0.277
C5 -1.154 -0.912 3.141
C6 -0.744 0.544 3.089
O4 -0.888 1.327 3.974
O5 -0.207 0.850 1.889
H1 2.559 0.344 1.583
H2 1.581 -0.306 3.531
H3 2.850 -1.479 3.148
H4 0.736 -2.685 3.595
H5 1.280 -2.892 1.929
H6 -2.198 -2.566 1.478
H7 -1.017 -3.723 2.102
H8 -1.003 -1.305 4.146
H9 -2.216 -0.967 2.906
Br1 4.260 0.075 -4.960
C7 3.185 0.036 -3.441
C8 3.388 -0.923 -2.463
C9 2.553 -0.918 -1.367
N2 1.579 -0.017 -1.197
C10 1.390 0.907 -2.154
C11 2.172 0.969 -3.289
C12 0.307 1.878 -1.865
C13 -0.176 2.798 -2.774
C14 -1.149 3.687 -2.344
Br2 -1.858 4.935 -3.531
C15 -1.591 3.647 -1.030
C16 -1.073 2.674 -0.202
N3 -0.154 1.794 -0.613
H10 4.167 -1.667 -2.551
H11 2.648 -1.666 -0.597
H12 2.010 1.729 -4.037
H13 0.179 2.825 -3.793
H14 -2.331 4.342 -0.662
H15 -1.396 2.577 0.826
N4 -5.738 0.717 -2.359
C17 -4.967 0.542 -1.523
N5 -4.112 0.388 -0.525
C18 -2.963 0.049 -0.322
N6 -1.847 -0.268 -0.024

- E_LUMO: -4.633 eV
- M: 603.030 g mol⁻¹
- Net charge: +1
- Calculated total energy: -7397.10998 hartree
- Orbital gap: 7.853 eV

---

[12]
C3H13BrSi3 | wB97M-V/def2-TZVPD

CARTESIAN COORDINATES (ANGSTROEM)
C1 -0.171 -2.556 0.782
C2 -0.267 0.503 1.565
C3 -2.775 -0.694 0.013
Si1 3.069 2.333 -1.453
Si2 0.332 -0.512 -1.837
Si3 -0.812 -0.810 0.271
Br1 1.190 3.455 -1.293
H1 -0.314 -3.290 -0.053
H2 0.896 -2.445 1.063
H3 -0.685 -2.940 1.696
H4 -0.605 1.554 1.324
H5 -0.799 0.376 2.441
H6 0.749 0.286 1.968
H7 -3.006 0.106 -0.827
H8 -3.182 -1.655 -0.357
H9 -3.377 -0.396 0.881
H10 3.207 1.811 -2.750
H11 2.934 1.281 -0.270
H12 4.252 2.977 -0.882
H13 -0.635 0.615 -2.281

- E_LUMO: -1.075 eV
- M: 213.299 g mol⁻¹
- Calculated total energy: -3564.50784 hartree
- Orbital gap: 6.847 eV

---

M of number 5 (C21H26N4O3)? 382.464 g mol⁻¹

---

The highest M belongs to which entry? C18H15Br2N6O5Ti

---

What is the M in the fourth record? 107.177 g mol⁻¹

---

Copy entry 4 word for word.
C4H15N2O | wB97M-V/def2-TZVPD

CARTESIAN COORDINATES (ANGSTROEM)
C1 0.651 0.221 -0.366
C2 -0.007 0.505 0.976
C3 -1.541 0.552 0.769
C4 -2.214 -0.637 1.505
N1 -3.565 -0.807 1.002
N2 2.095 0.711 -0.450
H1 0.198 0.854 -1.136
H2 0.603 -0.790 -0.759
H3 0.313 -0.338 1.595
H4 0.317 1.442 1.427
H5 -1.809 0.341 -0.267
H6 -2.002 1.502 1.025
H7 -1.673 -1.572 1.333
H8 -2.064 -0.511 2.590
H9 -3.966 -1.726 1.127
H10 -4.180 -0.147 1.453
H11 2.545 0.556 -1.366
H12 2.054 1.724 -0.309
H13 2.784 0.416 0.247
H14 3.934 -1.239 -3.031
H15 3.864 0.208 -3.323
O1 3.482 -0.455 -2.735

- E_LUMO: -3.303 eV
- M: 107.177 g mol⁻¹
- Net charge: +1
- Calculated total energy: -345.90482 hartree
- Orbital gap: 8.737 eV